(1)
The following is a quantum chemistry calculation of a molecular structure, C4H16BaFO4 in a non-equilibrium geometry, from the Open Molecules 2025 dataset.

Calculated values
E_tot (eV): -15996.2657
Kohn-Sham gap (hartree): 0.14537
Total charge: +1
Maximum force (eV/A): 2.6

Each line ends with the Mulliken charge.
Geometry (Å):
Ba1 -14.584 0.986 4.057  1.81
F1 -17.992 2.374 1.512  -0.83
C1 -13.101 6.328 3.561  -0.52
O1 -13.702 5.342 2.731  -0.53
H1 -12.100 6.037 3.878  0.22
H2 -12.906 7.161 2.886  0.26
H3 -13.728 6.523 4.431  0.25
H4 -14.447 5.740 2.275  0.34
C2 -12.930 -2.431 8.215  -0.56
O2 -13.330 -2.567 6.864  -0.52
H5 -13.318 -3.136 8.950  0.27
H6 -11.911 -2.810 8.137  0.27
H7 -12.897 -1.410 8.596  0.23
H8 -13.204 -3.496 6.658  0.31
C3 -19.757 1.246 6.547  -0.50
O3 -18.830 0.192 6.371  -0.50
H9 -20.761 0.823 6.603  0.24
H10 -19.581 1.730 7.507  0.24
H11 -19.580 1.921 5.711  0.21
H12 -19.193 -0.473 6.961  0.30
C4 -9.802 0.814 0.401  -0.59
O4 -11.030 0.290 0.834  -0.51
H13 -9.786 0.995 -0.674  0.27
H14 -9.639 1.823 0.778  0.23
H15 -8.875 0.325 0.700  0.27
H16 -11.307 -0.370 0.194  0.32



(2)
The following is a quantum chemistry calculation of 3 unconnected molecules or ions with the total composition C2H3ClO2S in a non-equilibrium geometry, from the Open Molecules 2025 dataset.

Calculated values
E_tot (eV): -29572.2085
Kohn-Sham gap (hartree): 0.36552
Total charge: 0
Maximum force (eV/A): 3.2

Each line ends with the Mulliken charge.
Geometry (Å):
C1 -1.007 0.244 -0.209  -0.17
C2 -1.065 -0.856 0.260  -0.52
O1 0.743 -2.637 -1.963  -0.38
O2 1.880 -2.052 0.193  -0.41
S1 1.168 -1.631 -1.017  0.69
Cl1 0.633 3.829 0.720  -0.25
H1 -0.912 1.213 -0.540  0.42
H2 -0.356 3.611 1.525  0.25
H3 -1.084 -1.721 1.031  0.37



(3)
The following is a quantum chemistry calculation of a molecular structure, C17H26Cl3Ge2N3SSiV in a non-equilibrium geometry, from the Open Molecules 2025 dataset.

Calculated values
Spin multiplicity: 2
E_tot (eV): -217509.3453
Kohn-Sham gap (alpha / beta) (hartree): 0.24811 / 0.27361
Total charge: +2
Maximum force (eV/A): 1.4
<S²>: 0.816

Each line ends with the Mulliken spin population.
Geometry (Å):
V1 -0.411 -1.782 -0.134  1.26
N1 -0.148 -3.557 1.270  -0.01
N2 -1.223 -3.897 2.103  0.00
C1 -2.129 -2.962 2.420  0.01
N3 -3.116 -3.287 3.236  0.00
S1 -1.958 -1.391 1.794  -0.02
H1 -0.010 -4.333 0.615  0.00
H2 0.705 -3.474 1.825  0.00
H3 -1.247 -4.830 2.490  0.00
H4 -3.201 -4.199 3.659  0.00
H5 -3.819 -2.598 3.452  0.00
C2 4.763 0.955 -1.382  0.00
C3 4.739 0.283 -0.168  0.00
C4 3.537 0.109 0.503  -0.01
C5 2.347 0.619 -0.028  0.00
C6 2.389 1.300 -1.251  0.00
C7 3.587 1.461 -1.925  0.00
Si1 0.836 0.452 0.966  -0.03
C8 0.016 1.863 1.752  -0.01
C9 -0.144 3.066 1.056  0.00
C10 -0.701 4.164 1.688  0.00
C11 -1.087 4.076 3.022  0.00
C12 -0.913 2.893 3.727  0.00
C13 -0.364 1.784 3.097  0.00
H6 5.700 1.086 -1.907  0.00
H7 5.653 -0.109 0.258  0.00
H8 3.531 -0.430 1.445  0.00
H9 1.483 1.711 -1.677  0.00
H10 3.610 1.986 -2.871  0.00
H11 0.943 -0.785 1.777  0.00
H12 0.193 3.153 0.030  0.00
H13 -0.823 5.095 1.151  0.00
H14 -1.513 4.938 3.517  0.00
H15 -1.200 2.836 4.769  0.00
H16 -0.234 0.862 3.652  0.00
Cl1 -0.030 -5.906 -0.947  0.00
Ge1 -0.300 -4.380 -2.503  0.01
Cl2 1.360 -2.756 -1.344  0.00
Cl3 -1.986 -3.166 -1.288  0.00
C14 -2.955 0.048 -2.541  0.00
Ge2 -1.068 0.457 -2.336  -0.02
C15 0.090 -0.511 -3.551  0.01
C16 -0.870 2.379 -2.476  -0.01
C17 -0.841 -0.033 -0.315  -0.18
H17 -3.218 0.183 -3.591  0.00
H18 -3.545 0.741 -1.942  0.00
H19 -3.185 -0.972 -2.250  0.00
H20 0.173 0.086 -4.459  0.00
H21 -0.351 -1.473 -3.813  0.00
H22 1.084 -0.658 -3.138  0.00
H23 -1.509 2.647 -3.320  0.00
H24 0.141 2.712 -2.692  0.00
H25 -1.256 2.881 -1.590  0.00
H26 -1.527 0.665 0.165  0.01



(4)
The following is a quantum chemistry calculation of a molecular structure, C11H17BN6OZr in a non-equilibrium geometry, from the Open Molecules 2025 dataset.

Calculated values
E_tot (eV): -24613.9925
Kohn-Sham gap (hartree): 0.32418
Total charge: +2
Maximum force (eV/A): 4.5

Each line ends with the Mulliken charge.
Geometry (Å):
H1 -0.241 2.859 2.204  0.50
N1 -0.221 1.762 0.390  0.39
B1 0.546 0.677 -1.803  0.05
N2 0.370 1.915 -0.843  -0.23
C1 0.907 3.135 -0.869  0.05
Zr1 -0.799 -0.969 0.962  1.99
H2 1.424 3.455 -1.758  0.51
C2 0.696 3.763 0.361  -1.04
H3 1.023 4.744 0.643  0.44
C3 0.031 2.860 1.163  -0.23
H4 0.961 1.035 -2.873  -0.01
C4 -0.916 -3.089 1.395  -1.29
H5 -1.315 -3.142 2.422  0.44
H6 -0.002 -3.688 1.305  0.32
H7 -1.705 -3.494 0.740  0.38
N3 -0.875 0.025 -1.929  -0.11
N4 1.537 -0.388 -1.186  0.02
N5 -1.584 -0.435 -0.807  -0.09
N6 1.179 -1.023 -0.002  -0.19
C5 -1.665 -0.058 -3.002  0.00
C6 2.699 -0.909 -1.620  0.00
H8 -1.285 0.239 -3.967  0.49
H9 3.147 -0.577 -2.544  0.48
C7 -2.915 -0.557 -2.621  -1.05
C8 3.129 -1.883 -0.716  -1.12
C9 -2.852 -0.777 -1.253  -0.25
C10 2.157 -1.929 0.289  -0.16
H10 -3.762 -0.749 -3.259  0.44
H11 4.019 -2.479 -0.774  0.43
H12 -3.602 -1.145 -0.564  0.48
H13 2.064 -2.565 1.160  0.53
H14 -1.182 1.405 0.410  0.36
C11 -0.176 0.417 3.835  -0.65
O1 -0.710 0.003 2.598  -0.67
H15 0.816 -0.026 3.990  0.30
H16 -0.844 0.081 4.635  0.28
H17 -0.054 1.509 3.890  0.22



(5)
The following is a quantum chemistry calculation of a single CH5P molecule in a non-equilibrium geometry, from the Open Molecules 2025 dataset.

Calculated values
E_tot (eV): -10405.1069
Kohn-Sham gap (hartree): 0.38332
Structure (SMILES): CP
Total charge: 0
Maximum force (eV/A): 3.7

Each line ends with the Mulliken charge.
Geometry (Å):
C1 -0.046 0.679 -0.367  -0.82
P1 0.201 -1.378 -0.418  -0.01
H1 0.644 1.262 -0.996  0.28
H2 0.384 0.963 0.674  0.24
H3 -1.163 0.727 -0.672  0.24
H4 -0.983 -1.417 0.170  0.02
H5 0.939 -1.526 0.960  0.04



(6)
The following is a quantum chemistry calculation of a gas-phase ion, C8H7BrF2O2P (charge -1) in a non-equilibrium geometry, from the Open Molecules 2025 dataset.

Calculated values
E_tot (eV): -97272.8745
Kohn-Sham gap (hartree): 0.31487
Structure (SMILES): O=[P@@]([O-])(c1ccccc1)C(F)(F)CBr
Total charge: -1
Maximum force (eV/A): 5.6

Each line ends with the Mulliken charge.
Geometry (Å):
O1 -0.353 -0.503 -2.623  -0.77
P1 -1.216 -0.502 -1.367  0.91
O2 -2.403 -1.323 -1.212  -0.80
C1 -0.112 -0.793 0.139  0.33
C2 -0.661 -1.594 1.156  -0.57
C3 0.133 -1.890 2.258  -0.19
C4 1.460 -1.384 2.343  -0.54
C5 1.886 -0.579 1.361  -0.43
C6 1.184 -0.299 0.203  -0.41
C7 -1.438 1.327 -1.131  0.67
F1 -2.417 1.750 -2.014  -0.32
F2 -1.639 1.939 -0.027  -0.30
C8 0.065 2.247 -1.814  -0.77
Br1 0.389 3.574 -0.518  -0.20
H1 -1.682 -1.983 0.861  0.34
H2 -0.245 -2.616 3.014  0.29
H3 2.068 -1.696 3.211  0.34
H4 2.920 -0.108 1.329  0.21
H5 1.610 0.171 -0.641  0.46
H6 -0.296 2.800 -2.659  0.41
H7 0.748 1.462 -1.871  0.35